# 1
C18H18ClN3O7S in the gas phase in a non-equilibrium geometry. Source: OMol25; level of theory: ωB97M-V/def2-TZVPD.

XYZ file:
```
48
Properties=species:S:1:pos:R:3:forces:R:3
N -1.6997 2.8223 0.7351 0.22 -0.03 0.02
C 4.4910 -1.5872 -0.5470 0.42 -0.17 0.18
H -1.1013 -4.2370 1.1312 0.01 0.04 0.01
C 1.5211 0.1575 -1.9131 0.14 -0.19 -0.16
C -0.9846 -1.7445 0.0182 -0.18 0.23 -0.17
H -1.1213 0.8803 -2.1040 -0.01 0.03 -0.02
H 5.3838 -1.1997 -1.0476 0.02 -0.07 -0.03
N 3.4024 -0.6275 -0.5488 0.08 0.62 0.62
O 4.0313 0.0587 1.7931 -0.14 -0.25 0.12
O 1.0522 1.0895 -2.5304 -0.03 0.09 -0.22
H -2.2307 3.5566 0.2988 -0.10 -0.13 0.07
H 2.7372 3.0614 -0.6093 0.05 0.08 -0.12
C -2.2645 1.8459 1.5263 -0.63 0.52 -0.20
O 4.6707 1.5601 -0.0506 -0.12 0.13 -0.21
C -0.3598 2.5629 0.5704 0.51 -0.26 0.15
C 1.9059 2.6204 -0.0839 0.22 0.02 0.03
H 4.1636 -2.5040 -1.0372 -0.02 0.04 0.01
O -0.0207 -2.5778 0.5070 0.01 0.33 -0.30
H -5.1901 0.8230 0.6901 -0.05 -0.09 -0.07
C 3.0247 -0.1231 -1.8560 -0.17 0.40 -0.31
H 0.4665 4.1084 -0.6784 0.00 0.11 -0.08
H -5.8877 0.0306 -0.7609 0.03 -0.05 0.13
H 1.3575 -1.4598 -0.7206 -0.02 0.23 -0.05
C 1.1277 0.8041 1.3414 -0.67 0.07 0.30
S 3.7217 0.6542 0.5298 -0.49 0.02 -0.01
C -0.1173 1.3887 1.3047 0.74 0.50 -0.49
H -6.3352 -0.5263 0.8669 0.04 0.04 -0.03
C -0.5442 -0.7732 -0.9031 -0.24 -0.01 -0.10
C -0.3841 -3.5024 1.5080 -0.01 -0.20 0.18
O -4.5070 -1.1006 0.3181 0.15 -0.20 -0.09
H 0.5388 -4.0078 1.7879 -0.10 0.00 0.02
O -3.4082 1.7598 1.8609 -0.06 -0.19 0.19
C -3.2570 -0.8667 -0.1313 0.37 0.01 -0.10
H 4.7310 -1.7948 0.4931 0.11 -0.21 -0.07
N 0.8148 -0.7694 -1.2276 -0.07 -0.59 0.16
C -2.7947 0.1006 -1.0224 -0.16 -0.17 0.19
H 3.5698 0.7950 -2.1049 -0.15 -0.12 -0.16
C 2.1204 1.4449 0.6145 0.77 -0.07 -0.14
H 3.2572 -0.8741 -2.6163 0.01 0.02 0.10
O -1.2793 0.9748 1.8858 0.06 -0.31 0.27
C -1.4575 0.1319 -1.4051 0.20 -0.18 0.06
Cl -3.7917 1.3368 -1.7293 -0.10 0.15 -0.16
C -5.5273 -0.1208 0.2586 -0.41 0.27 0.09
C -2.3153 -1.7788 0.3714 0.04 -0.04 -0.01
H -0.8036 -2.9959 2.3814 0.00 0.00 -0.03
C 0.6496 3.2068 -0.1188 -0.22 -0.12 0.22
H -2.6985 -2.5059 1.0672 0.01 -0.10 0.11
H 1.3422 -0.0983 1.8868 -0.07 -0.21 0.10
```
Positions in Å, forces in eV/Å.

Gap between HOMO and LUMO = 0.3048 hartree
SMILES = COc1cc(OC)c(NC(=O)CN(C)S(=O)(=O)c2ccc3[nH]c(=O)oc3c2)cc1Cl
Multiplicity = 1
Net charge = 0
Relative energy (zero: lowest compared OMol25 entry of this formula, charge and spin) = 0.000 eV

# 2
3 unconnected molecules or ions with the total composition C14H26F5N6O2S in a non-equilibrium geometry. Source: OMol25; level of theory: ωB97M-V/def2-TZVPD.

XYZ file:
```
54
Properties=species:S:1:pos:R:3:forces:R:3
F 1.6338 3.8393 -2.9147 -0.01 0.30 0.48
H -2.7861 2.6404 3.4985 0.09 0.15 0.19
C 2.3465 -1.3722 4.7896 0.16 0.17 -0.07
C 1.2319 2.9685 -3.8344 0.22 0.52 0.94
H 1.3181 -2.9942 -0.1750 0.04 0.04 -0.05
N -2.7522 1.3130 -3.7180 0.99 0.58 0.78
H -2.0529 0.0869 -1.1440 -0.13 -0.22 0.36
N -2.8609 -0.0306 -1.7486 0.14 -0.06 -0.41
H 1.4709 -3.1739 5.6209 0.02 -0.07 0.04
C 2.4155 -2.8531 5.1818 -0.10 0.26 -0.06
H -2.6025 1.6800 0.6919 -0.04 -0.29 0.05
C 2.2994 -1.7697 -2.3980 0.17 0.12 -0.08
N -4.3633 1.9377 -0.5204 -0.07 0.32 0.13
H -2.6956 -0.7946 -2.3916 0.33 -0.12 0.00
N 1.4190 -1.0842 -2.6707 2.35 -1.72 0.68
H 1.9262 -4.5037 0.4875 0.06 0.00 0.08
C -0.3274 2.8152 -3.6518 0.09 0.68 -0.35
N 2.9107 -4.3424 3.1007 0.03 -0.09 -0.18
H 3.8931 -1.3790 3.2604 0.02 -0.06 0.03
H 2.8753 -3.0339 0.6657 0.00 -0.03 0.06
H 3.9336 -2.9099 -2.9805 0.03 0.07 -0.02
C 2.6901 -3.6894 4.0164 0.01 -0.10 0.22
F -0.9105 3.5768 -4.5809 -0.45 -0.05 -0.27
C -3.1493 1.1177 -2.4232 -0.29 0.10 0.45
H -2.9601 2.2783 -3.9760 -0.21 -0.14 -0.74
C -4.0157 2.9835 1.7249 0.69 -0.46 0.69
H -2.8465 3.2355 -0.0287 0.07 0.09 -0.26
H 4.4802 -0.9835 4.8802 0.02 0.00 -0.01
H 4.1186 -2.0785 -1.4351 0.00 0.04 0.00
C 2.2231 -3.5848 -0.0115 -0.05 0.04 -0.14
H 3.5656 0.2039 3.9507 0.02 0.02 0.03
H 2.2602 -4.4591 -1.9733 0.06 0.01 -0.09
H -3.2676 1.1928 2.6753 -0.05 -0.25 0.10
C 3.6482 -0.8568 4.1864 -0.05 0.02 -0.02
C -3.3705 2.4179 0.4570 -0.10 0.74 -0.19
O -0.7801 0.8527 -5.3168 -0.57 0.97 -0.60
O -0.1840 -0.0337 -3.1016 -5.49 5.83 -1.60
H -4.4394 2.0334 3.6599 -0.11 0.10 0.23
F -0.7041 3.3013 -2.4721 -0.22 -0.47 0.61
F 1.5075 3.4958 -4.9958 -0.02 -0.29 -0.90
H -3.6220 3.9824 1.8656 -0.22 0.34 -0.10
H 3.2021 -3.0159 5.9194 0.01 -0.04 0.01
H -5.0914 3.0562 1.6359 -0.18 -0.04 -0.24
H -4.6742 0.9935 -0.3300 -0.01 -0.14 -0.20
C 3.4202 -2.6393 -2.0577 -0.04 -0.33 0.07
C -3.6138 2.1783 2.9770 -0.12 -0.23 -0.44
F 1.8796 1.8500 -3.6323 0.08 -0.66 -0.29
N -3.8742 2.0274 -1.8235 0.11 -0.36 0.08
H 3.7914 -4.5365 -1.1219 0.07 0.03 -0.08
H -4.1220 2.8720 -2.3167 -0.03 0.22 0.06
H 1.5346 -1.2216 4.0752 -0.06 -0.06 0.04
C 2.9327 -3.8965 -1.3236 -0.15 -0.04 0.20
H 2.1047 -0.7860 5.6771 -0.05 -0.08 0.05
S -0.9660 1.0924 -3.9298 3.00 -5.36 0.73
```
Positions in Å, forces in eV/Å.

Gap between HOMO and LUMO = 0.3382 hartree
Multiplicity = 1
Net charge = +1

# 3
2 unconnected molecules or ions with the total composition C4H14NO2 in a non-equilibrium geometry. Source: OMol25; level of theory: ωB97M-V/def2-TZVPD.

XYZ file:
```
21
Properties=species:S:1:pos:R:3:forces:R:3
H -1.8278 0.7483 -0.7302 0.13 -0.41 -0.45
H 1.9608 -1.6305 -2.3133 -0.16 -0.01 0.11
C 0.4659 -1.9788 0.4735 -0.35 -0.36 -0.24
O -2.5876 2.5044 2.0110 -0.03 0.01 -0.21
H -1.2112 0.0426 0.7565 0.28 -0.31 -0.25
H -0.5762 -2.1050 0.7671 0.05 0.50 0.28
H -2.9363 1.6114 1.9371 -0.14 0.01 0.13
H -3.3600 3.0759 1.9089 0.15 -0.05 0.07
C -0.9342 0.6228 -0.1269 -0.20 0.72 0.91
H 0.2613 0.7237 -1.8116 0.44 -0.72 -0.44
H -0.1282 -1.8032 -1.5711 -0.32 0.06 -0.17
H 1.0712 -1.4611 1.2192 -0.20 -0.10 0.17
N 1.5118 0.7917 -0.1646 0.56 1.17 0.44
O 1.9103 -1.5324 -1.3546 0.04 0.10 0.08
H 1.7835 1.7100 -0.5302 -0.39 -0.06 -0.11
C 0.5649 -1.3236 -0.8916 0.83 -0.24 -0.57
C 0.3269 0.1840 -0.8684 -1.18 0.39 0.52
H -0.7948 1.6274 0.2763 0.08 0.21 -0.07
H 2.3686 0.2544 -0.2145 0.21 -0.90 -0.41
H 0.8040 -3.0092 0.4075 0.42 0.05 -0.15
H 1.3275 0.9473 0.8198 -0.23 -0.05 0.38
```
Positions in Å, forces in eV/Å.

Gap between HOMO and LUMO = 0.4138 hartree
Multiplicity = 1
Net charge = +1
Relative energy (zero: lowest compared OMol25 entry of this formula, charge and spin) = 1.134 eV

# 4
C6H13NO in the gas phase in a non-equilibrium geometry. Source: OMol25; level of theory: ωB97M-V/def2-TZVPD.

XYZ file:
```
21
Properties=species:S:1:pos:R:3:forces:R:3
C -0.7001 -1.3687 -1.9534 -0.83 0.63 -1.76
H -0.1055 -2.1302 -1.4601 -0.01 0.20 0.56
H -1.7874 -1.5922 -1.9384 0.66 -0.62 -0.16
H -1.6444 0.8440 -3.2584 -0.25 0.14 -0.08
H -2.7185 0.9286 -1.8055 0.09 -1.10 -0.22
H -1.1577 1.1464 0.3454 0.35 -0.13 0.68
C -0.9533 0.1219 0.0617 -0.11 -1.61 -2.22
H -0.3288 -1.3762 -3.0005 -0.52 -0.26 0.36
H 2.8387 -0.0722 0.7729 0.25 -0.43 0.26
H -1.8595 -0.5018 0.1069 -0.06 0.46 0.54
C -1.6843 0.9687 -2.1785 -0.31 0.56 0.14
H 2.3891 -1.5241 1.7574 0.01 -0.12 -0.21
C 0.9486 0.1670 1.5530 2.13 -0.45 0.91
O 0.7248 1.2675 2.0104 -0.49 0.21 -0.30
H 0.3368 0.5060 -1.6776 -0.07 -0.03 0.10
N 0.1212 -0.5564 0.7793 -1.13 1.39 0.09
C 2.3704 -0.4397 1.6983 -0.98 0.43 -0.59
H 2.8932 -0.0220 2.5388 0.04 0.24 0.35
C -0.6574 0.0778 -1.4985 0.28 0.45 2.07
H 0.3050 -1.5200 0.5961 0.19 -0.13 -0.21
H -1.5293 2.0151 -1.9160 0.76 0.18 -0.33
```
Positions in Å, forces in eV/Å.

Gap between HOMO and LUMO = 0.3785 hartree
SMILES = CC(=O)NCC(C)C
Multiplicity = 1
Net charge = 0
Relative energy (zero: lowest compared OMol25 entry of this formula, charge and spin) = 0.655 eV

The calculation returns the following E values, one per record and in order: -2246.07231 -1925.17645 -365.78904 -366.40983 Eh.
The calculation returns the following lowest unoccupied orbital energy values, one per record and in order: 0.31 -4.10 -3.32 0.85 eV.
The calculation returns the following highest occupied orbital energy values, one per record and in order: -7.980 -13.306 -14.574 -9.454 eV.